# 1
This record from OMol25 describes a structure of composition C26H50P2SiW at a distorted geometry. The level of theory is wB97M-V/def2-TZVPD.

The spin multiplicity is 3. As for the net charge: +2. Its LUMO energy (spin up / spin down) is -8.00 / -7.72 eV. Its highest occupied orbital energy (spin up / spin down) is -14.019 / -14.165 eV. For the energy above the lowest of the compared OMol25 structures with the same formula, charge and spin, the calculation gives 0.0 kJ/mol. The expectation value of S² is 2.02.

The geometry in XYZ format:
```
80
C26H50P2SiW, DFT wB97M-V/def2-TZVPD
W 0.028 -0.264 1.630
C -0.858 -2.062 2.542
C 0.462 -2.402 2.076
C 0.670 -0.807 3.759
C -0.719 -1.114 3.616
C 1.399 -1.560 2.776
C -2.139 -2.702 2.145
H -2.077 -3.144 1.147
H -2.961 -1.974 2.166
H -2.382 -3.500 2.862
C -1.784 -0.794 4.604
H -2.775 -0.970 4.182
H -1.726 0.238 4.958
H -1.674 -1.447 5.483
C 1.297 -0.126 4.921
H 1.541 -0.871 5.693
H 0.627 0.607 5.377
H 2.230 0.369 4.637
C 2.884 -1.609 2.687
H 3.262 -2.267 3.485
H 3.323 -0.613 2.841
H 3.224 -2.010 1.726
C 0.808 -3.501 1.134
H 0.985 -4.449 1.667
H 1.729 -3.273 0.588
H -0.008 -3.686 0.428
C -1.565 0.811 -4.163
C -1.699 -0.519 -4.311
C -0.934 -1.341 -5.306
C 0.525 -0.887 -5.582
C 1.329 -0.446 -4.390
C 1.438 0.829 -3.981
C 0.702 1.974 -4.610
C -0.746 1.665 -5.082
H -1.466 -1.360 -6.276
H 0.522 -0.097 -6.345
H -0.922 -2.388 -4.960
H -0.714 1.210 -6.081
H -2.198 1.368 -3.469
H -2.534 -1.036 -3.828
H -1.266 2.629 -5.202
H 0.671 2.813 -3.895
H 2.197 1.113 -3.245
H 1.262 2.348 -5.486
H 1.046 -1.745 -6.036
H 1.954 -1.238 -3.958
P -1.285 -0.270 -0.415
C -2.790 0.678 -0.647
C -1.415 -1.840 -1.309
P 1.691 0.325 -0.059
C 0.192 0.597 -1.167
C 2.661 -0.942 -0.918
C 2.725 1.800 0.075
H -2.844 1.517 0.065
H -3.658 0.028 -0.450
H -2.873 1.074 -1.669
H -1.439 -1.672 -2.392
H -2.340 -2.357 -1.018
H -0.565 -2.500 -1.097
H 2.892 2.259 -0.912
H 3.703 1.518 0.499
H 2.287 2.557 0.745
H 0.008 1.667 -1.341
H 0.366 0.116 -2.139
H 3.632 -1.073 -0.415
H 2.827 -0.633 -1.960
H 2.148 -1.912 -0.923
C -2.171 2.239 3.288
Si -0.501 2.064 2.423
C -0.598 3.356 1.020
C 0.762 2.821 3.610
H -2.886 1.466 2.991
H -2.588 3.218 3.018
H -2.058 2.214 4.376
H -1.376 3.108 0.290
H 0.355 3.473 0.493
H -0.855 4.328 1.469
H 0.488 2.650 4.657
H 1.779 2.450 3.452
H 0.757 3.906 3.435
```

# 2
This record from OMol25 describes a cluster of 4 separate species, C26H51NO6S2 in total at a distorted geometry. The level of theory is wB97M-V/def2-TZVPD.

As for the net charge: 0. Its LUMO energy is -0.20 eV. Its highest occupied orbital energy is -8.001 eV. Its SMILES is CCOCCC(=O)OCCCCSC(=S)N(CC)CC.C1CCOC1.C1CCOC1.C1CCOC1.

The geometry in XYZ format:
```
86
C26H51NO6S2, DFT wB97M-V/def2-TZVPD
C 2.978 0.029 2.539
C 4.558 0.346 2.708
O 5.032 0.620 1.354
C 6.150 1.521 1.427
C 6.673 2.044 0.009
C 5.581 2.050 -1.146
O 4.843 3.048 -1.239
O 5.562 0.940 -2.015
C 4.215 0.492 -2.313
C 3.587 -0.470 -1.184
C 2.672 -1.585 -1.904
C 1.283 -1.830 -1.099
S -0.048 -0.779 -1.908
C -0.917 0.182 -0.555
S 0.054 0.882 0.606
N -2.367 0.212 -0.641
C -3.066 -0.102 0.631
C -3.215 1.094 1.674
C -2.921 1.359 -1.395
C -2.316 2.800 -1.078
H 2.579 0.890 1.896
H 2.848 -0.989 2.048
H 2.430 0.087 3.533
H 5.103 -0.533 3.181
H 4.614 1.289 3.349
H 7.039 1.038 1.965
H 5.872 2.443 2.052
H 7.563 1.409 -0.302
H 7.074 3.107 0.164
H 3.489 1.350 -2.509
H 4.283 -0.155 -3.261
H 3.018 0.101 -0.378
H 4.471 -1.022 -0.701
H 2.352 -1.198 -2.938
H 3.224 -2.564 -2.080
H 1.007 -2.946 -1.113
H 1.400 -1.559 0.005
H -2.499 -0.979 1.114
H -4.125 -0.503 0.366
H -3.808 1.992 1.270
H -2.250 1.446 2.150
H -3.863 0.690 2.539
H -4.063 1.452 -1.333
H -2.708 1.159 -2.511
H -1.185 2.865 -1.054
H -2.748 3.296 -0.136
H -2.653 3.494 -1.948
C -4.257 7.648 -2.162
C -4.246 7.353 -0.678
C -4.420 5.847 -0.655
O -3.815 5.340 -1.853
C -3.534 6.442 -2.728
H -3.781 8.593 -2.426
H -5.289 7.671 -2.528
H -3.274 7.624 -0.254
H -5.021 7.880 -0.119
H -5.479 5.569 -0.670
H -3.950 5.385 0.217
H -2.449 6.597 -2.733
H -3.856 6.197 -3.742
C 4.709 -5.068 -0.308
C 3.637 -6.131 -0.426
C 2.953 -6.039 0.925
O 3.070 -4.676 1.357
C 4.005 -4.000 0.505
H 5.071 -4.701 -1.270
H 5.563 -5.463 0.251
H 2.933 -5.861 -1.220
H 4.026 -7.127 -0.639
H 3.453 -6.670 1.668
H 1.899 -6.321 0.882
H 3.439 -3.320 -0.139
H 4.696 -3.411 1.112
C -4.947 -4.512 1.466
C -6.391 -4.238 1.825
C -6.442 -2.724 1.792
O -5.480 -2.296 0.817
C -4.660 -3.418 0.457
H -4.776 -5.514 1.067
H -4.314 -4.382 2.349
H -7.050 -4.651 1.054
H -6.692 -4.654 2.788
H -6.153 -2.296 2.758
H -7.429 -2.343 1.524
H -4.942 -3.728 -0.555
H -3.610 -3.118 0.450
```

# 3
This record from OMol25 describes a structure of composition C26H52CaN7O8P at a distorted geometry. The level of theory is wB97M-V/def2-TZVPD.

As for the net charge: 0. Its LUMO energy is 0.62 eV. Its highest occupied orbital energy is -7.329 eV.

The geometry in XYZ format:
```
95
C26H52CaN7O8P, DFT wB97M-V/def2-TZVPD
Ca -0.489 1.383 -0.260
N 2.572 -3.678 0.217
H 0.778 -2.782 -0.539
H 3.284 -3.337 -0.488
H 2.623 -4.663 0.326
H 2.951 -3.304 1.088
C -0.130 2.851 -2.777
C -0.997 3.982 -2.208
C -2.344 3.912 -3.001
C -3.417 4.665 -2.281
C -3.682 4.288 -0.861
C -2.360 4.314 -0.058
N -1.356 3.554 -0.818
O -0.175 3.374 0.010
C -2.611 3.533 1.194
C -1.942 5.766 0.434
C -0.281 5.369 -2.297
H -0.663 1.834 -2.808
H 0.787 2.634 -2.216
H 0.212 2.981 -3.793
H -2.598 2.829 -3.094
H -2.182 4.252 -4.011
H -4.417 4.712 -2.824
H -3.089 5.663 -2.372
H -4.024 3.248 -0.828
H -4.386 4.940 -0.378
H -3.416 3.941 1.817
H -1.783 3.510 1.887
H -2.760 2.464 1.070
H -0.895 5.723 0.871
H -2.627 6.052 1.269
H -2.026 6.553 -0.268
H -0.994 6.201 -2.259
H 0.320 5.501 -3.193
H 0.403 5.454 -1.489
C 0.180 -1.045 -1.054
O 0.921 -0.442 -0.152
O 0.360 -2.421 -1.261
O -0.723 -0.514 -1.785
C 6.460 -3.793 -1.096
C 5.578 -3.335 -2.205
N 4.867 -2.866 -3.005
H 7.399 -4.015 -1.553
H 6.013 -4.572 -0.527
H 6.475 -2.880 -0.516
C 1.209 -0.994 -3.905
C 1.838 0.203 -3.290
N 2.277 1.111 -2.734
H 1.552 -1.088 -4.991
H 0.129 -0.983 -3.808
H 1.490 -1.894 -3.348
C -1.907 -4.432 -2.352
C -0.858 -5.377 -1.794
N -0.063 -5.998 -1.270
H -2.726 -5.005 -2.877
H -1.375 -3.921 -3.160
H -2.244 -3.772 -1.531
C 3.485 4.701 2.494
C 2.900 3.512 3.063
N 2.344 2.562 3.319
H 2.952 5.634 2.745
H 3.473 4.583 1.407
H 4.486 4.750 2.915
C 3.510 -7.963 -1.918
C 4.240 -7.131 -0.913
N 4.711 -6.313 -0.259
H 4.163 -7.978 -2.809
H 2.579 -7.404 -2.058
H 3.372 -9.057 -1.590
C 1.658 -1.790 3.815
C 0.749 -0.819 3.093
O -0.551 -1.498 3.053
P -1.777 -0.722 2.459
O -1.414 0.534 1.631
O -2.584 -1.805 1.781
C -1.953 -2.678 0.860
C -1.880 -4.102 1.401
O -2.799 -0.385 3.579
C -2.765 0.973 4.279
C -4.185 1.214 4.672
H 2.545 -1.246 4.159
H 1.240 -2.082 4.765
H 1.905 -2.655 3.235
H 0.570 0.123 3.667
H 1.094 -0.680 2.097
H -2.466 -2.620 -0.081
H -1.041 -2.261 0.539
H -1.446 -4.757 0.645
H -1.267 -4.241 2.294
H -2.807 -4.512 1.824
H -2.087 0.912 5.153
H -2.537 1.685 3.557
H -4.298 2.253 5.017
H -4.830 1.016 3.811
H -4.425 0.559 5.449
```

# 4
This record from OMol25 describes a cluster of 11 separate species, C26H52Cl12N6O9 in total at a distorted geometry. The level of theory is wB97M-V/def2-TZVPD.

As for the net charge: 0. Its LUMO energy is 0.13 eV. Its highest occupied orbital energy is -8.952 eV. Its SMILES is C[C@H]1COC(=O)O1.ClC(Cl)Cl.ClC(Cl)Cl.ClC(Cl)Cl.ClC(Cl)Cl.CNC(C)=O.CNC(C)=O.CNC(C)=O.CNC(C)=O.CNC(C)=O.CNC(C)=O.

The geometry in XYZ format:
```
105
C26H52Cl12N6O9, DFT wB97M-V/def2-TZVPD
C -0.467 0.169 -1.084
C 0.054 0.933 0.083
C -0.547 2.351 0.187
O -0.757 2.593 1.523
C -0.650 1.368 2.146
O -0.929 1.294 3.321
O -0.345 0.364 1.305
H -0.076 -0.818 -0.927
H -0.361 0.637 -2.078
H -1.530 0.023 -0.944
H 1.147 0.896 0.156
H -1.541 2.343 -0.277
H 0.072 3.097 -0.350
Cl 1.017 1.904 7.859
C 0.411 1.876 6.161
Cl 1.467 0.783 5.262
Cl 0.443 3.494 5.472
H -0.581 1.454 6.225
Cl -4.889 4.569 -3.219
C -4.038 3.078 -2.703
Cl -2.312 3.164 -2.963
Cl -4.730 1.688 -3.541
H -4.179 2.909 -1.636
Cl 3.041 1.673 2.189
C 3.851 3.232 1.970
Cl 5.593 3.090 2.391
Cl 3.138 4.449 3.057
H 3.764 3.556 0.940
Cl -1.564 6.494 -3.112
C -0.809 7.316 -1.791
Cl 0.626 8.206 -2.374
Cl -0.339 6.138 -0.562
H -1.563 7.953 -1.359
C 2.856 -0.970 -3.061
N 2.143 0.285 -3.418
C 1.206 0.288 -4.383
C 0.484 1.568 -4.552
O 0.928 -0.685 -5.054
H 2.129 -1.746 -3.037
H 3.340 -0.853 -2.091
H 3.631 -1.208 -3.771
H 2.110 1.088 -2.778
H 0.457 2.148 -3.668
H -0.529 1.417 -4.949
H 0.930 2.255 -5.313
C -3.561 -0.404 1.142
N -3.574 0.856 1.939
C -3.702 2.064 1.289
C -3.704 3.281 2.193
O -3.865 2.175 0.066
H -3.808 -1.142 1.922
H -2.614 -0.648 0.667
H -4.403 -0.338 0.445
H -3.203 0.833 2.866
H -3.702 4.166 1.547
H -2.854 3.224 2.845
H -4.579 3.310 2.817
C 4.817 1.713 -1.362
N 4.504 3.122 -1.568
C 3.206 3.461 -1.844
C 2.939 4.918 -2.131
O 2.302 2.651 -1.846
H 5.682 1.548 -0.693
H 4.892 1.103 -2.253
H 3.967 1.311 -0.804
H 5.264 3.787 -1.732
H 2.679 4.999 -3.208
H 3.783 5.578 -1.927
H 2.148 5.291 -1.485
C -0.950 -3.359 -3.953
N -0.254 -4.431 -4.615
C -0.087 -5.664 -4.104
C 0.709 -6.693 -4.931
O -0.570 -5.985 -3.041
H -0.953 -2.434 -4.529
H -0.486 -3.168 -2.977
H -1.995 -3.644 -3.855
H 0.097 -4.205 -5.512
H 0.733 -6.459 -5.971
H 0.222 -7.653 -4.764
H 1.718 -6.796 -4.533
C -0.259 -2.186 4.522
N 0.147 -2.301 5.852
C -0.181 -1.464 6.884
C 0.285 -1.884 8.241
O -0.921 -0.503 6.706
H -1.222 -1.666 4.558
H -0.527 -3.146 4.036
H 0.433 -1.649 3.842
H 0.614 -3.149 6.156
H -0.538 -1.762 8.965
H 1.107 -1.248 8.527
H 0.721 -2.916 8.320
C -1.362 -3.854 0.342
N -1.236 -5.169 -0.194
C -0.805 -6.216 0.570
C -0.770 -7.582 -0.060
O -0.505 -6.048 1.732
H -0.423 -3.352 0.435
H -1.852 -3.880 1.319
H -1.981 -3.271 -0.344
H -1.145 -5.346 -1.190
H -0.240 -8.244 0.602
H -0.402 -7.564 -1.112
H -1.835 -7.833 -0.059
```

# 5
This record from OMol25 describes a cluster of 13 separate species, C26H52Cl26 in total at a distorted geometry. The level of theory is wB97M-V/def2-TZVPD.

As for the net charge: 0. Its LUMO energy is 0.25 eV. Its highest occupied orbital energy is -10.622 eV. For the energy above the lowest of the compared OMol25 structures with the same formula, charge and spin, the calculation gives 69.8 kJ/mol.

The geometry in XYZ format:
```
104
C26H52Cl26, DFT wB97M-V/def2-TZVPD
Cl -2.041 2.153 -2.313
C -1.615 1.186 -3.731
C -0.633 0.018 -3.578
Cl -1.526 -1.281 -2.800
H -1.147 1.850 -4.437
H -2.571 0.879 -4.092
H 0.279 0.235 -3.002
H -0.348 -0.344 -4.530
Cl -4.666 -5.110 -0.505
C -5.140 -3.406 -0.523
C -4.777 -2.735 -1.819
Cl -5.892 -3.041 -3.201
H -4.599 -2.985 0.325
H -6.170 -3.297 -0.299
H -3.837 -3.030 -2.174
H -4.774 -1.686 -1.628
Cl 3.237 0.001 5.302
C 2.793 -1.558 6.054
C 1.480 -1.361 6.729
Cl 1.648 -0.304 8.128
H 3.587 -1.856 6.768
H 2.731 -2.358 5.318
H 1.137 -2.322 7.084
H 0.721 -1.039 5.996
Cl -1.004 -4.011 0.042
C -0.904 -5.265 1.315
C -1.052 -4.592 2.737
Cl -1.237 -5.916 3.999
H 0.072 -5.771 1.343
H -1.660 -6.015 1.069
H -1.953 -3.970 2.857
H -0.179 -4.061 3.054
Cl -0.855 8.217 -4.998
C -2.161 7.772 -3.888
C -2.278 6.287 -3.779
Cl -3.645 5.655 -2.723
H -3.093 8.238 -4.182
H -2.013 8.109 -2.865
H -1.396 5.799 -3.407
H -2.597 5.884 -4.747
Cl 4.824 -3.744 0.479
C 4.685 -2.187 1.275
C 4.298 -2.212 2.792
Cl 5.647 -2.880 3.836
H 3.855 -1.658 0.728
H 5.584 -1.645 1.111
H 3.447 -2.853 2.895
H 4.029 -1.191 3.139
Cl 1.274 5.695 -1.750
C 2.641 4.562 -2.057
C 2.214 3.170 -2.518
Cl 1.399 3.214 -4.214
H 3.302 4.474 -1.164
H 3.205 5.070 -2.827
H 1.413 2.802 -1.854
H 3.032 2.496 -2.594
Cl -3.309 3.319 1.071
C -4.842 4.128 0.611
C -5.688 3.339 -0.376
Cl -6.614 1.994 0.410
H -4.518 5.078 0.197
H -5.418 4.297 1.507
H -5.238 2.959 -1.253
H -6.563 3.912 -0.652
Cl 0.636 2.721 4.187
C 2.400 2.984 3.985
C 2.618 3.716 2.610
Cl 3.568 2.846 1.438
H 2.883 2.024 3.829
H 2.735 3.533 4.851
H 3.173 4.636 2.657
H 1.637 3.963 2.197
Cl 1.642 -3.285 -4.751
C 1.256 -3.970 -3.082
C 2.352 -4.965 -2.812
Cl 1.838 -6.030 -1.464
H 0.316 -4.520 -3.221
H 1.111 -3.192 -2.345
H 3.190 -4.388 -2.422
H 2.653 -5.569 -3.641
Cl 6.450 -2.218 -5.221
C 5.122 -2.058 -4.054
C 4.298 -0.908 -4.434
Cl 5.230 0.535 -4.136
H 5.462 -1.928 -2.987
H 4.509 -3.023 -4.177
H 3.402 -0.955 -3.758
H 3.935 -0.908 -5.497
Cl -2.586 -2.342 4.940
C -3.714 -0.916 4.659
C -4.480 -1.030 3.322
Cl -3.413 -0.987 1.897
H -3.207 0.050 4.745
H -4.461 -0.983 5.469
H -5.096 -0.173 3.305
H -5.025 -1.967 3.217
Cl 2.163 -0.174 -0.951
C 0.471 -0.063 -0.308
C 0.532 0.740 0.928
Cl 1.201 -0.216 2.302
H 0.149 -1.093 -0.054
H -0.221 0.326 -1.033
H -0.484 1.054 1.272
H 1.180 1.629 0.850
```

> net charge of number 1 (C26H50P2SiW)?

+2

> Number 3 is which compound?

C26H52CaN7O8P

> What is the net charge in the second record?

0